Entry 1:
Molecular formula: C19H30N4O4S
Method: DFT, wB97M-V/def2-TZVPD

Computed properties:
Kohn-Sham gap	8.67	eV
structure (SMILES)	Cc1cc(C(=O)N2CCCN(CCNC(=O)[C@@H]3CCS(=O)(=O)C3)CC2)[nH]c1C
relative energy (zero: lowest compared OMol25 entry of this formula, charge and spin)	0.621	eV
DFT total energy	-1660.20925	Ha

Last column: Mulliken charge in e.
CARTESIAN COORDINATES (ANGSTROEM)
C (-2.05893, -1.73920, 4.80271)  -1.45
C (-0.98333, -2.22170, 3.87939)  -0.05
C (-0.05456, -1.41032, 3.18388)  0.16
C (0.75226, -2.23769, 2.42349)  0.34
C (1.89547, -2.15380, 1.48553)  0.49
O (2.33454, -3.20782, 1.02447)  -0.78
N (2.43785, -0.95752, 1.13949)  0.18
C (3.50133, -0.95239, 0.13771)  -1.29
C (2.96839, -0.77175, -1.27816)  -0.46
C (1.99451, 0.39805, -1.47208)  -0.94
N (0.69716, 0.28120, -0.80351)  0.55
C (-0.00652, -0.96955, -1.08858)  -0.21
C (-1.51574, -0.75603, -1.10465)  -1.51
N (-1.83412, 0.32776, -2.01796)  -0.11
C (-2.35840, 0.09900, -3.24294)  0.31
O (-2.89991, -0.94444, -3.56231)  -0.68
C (-2.27394, 1.28057, -4.22296)  0.12
C (-2.66745, 0.82618, -5.63546)  -0.99
C (-1.51191, -0.02116, -6.17134)  -0.81
S (-0.02348, 0.67510, -5.44204)  1.12
O (0.60436, -0.31631, -4.60055)  -0.58
O (0.75844, 1.37089, -6.43030)  -0.73
C (-0.86297, 1.85435, -4.37711)  -1.05
C (0.64289, 0.70375, 0.58779)  -0.63
C (1.86927, 0.34323, 1.43883)  -1.46
N (0.31828, -3.51587, 2.65090)  0.03
C (-0.72110, -3.53005, 3.52233)  0.10
C (-1.39183, -4.79968, 3.92231)  -1.39
H (-2.32463, -2.49823, 5.53910)  0.37
H (-1.73240, -0.85417, 5.34976)  0.37
H (-2.97153, -1.47422, 4.26390)  0.25
H (-0.00868, -0.33836, 3.26257)  0.45
H (4.18304, -0.13830, 0.39855)  0.45
H (4.04515, -1.89000, 0.21526)  0.45
H (3.81347, -0.63407, -1.95813)  0.55
H (2.47760, -1.69720, -1.58755)  0.26
H (2.45502, 1.33756, -1.14802)  0.51
H (1.80468, 0.48689, -2.54379)  0.24
H (0.29124, -1.29432, -2.08742)  0.68
H (0.24147, -1.77806, -0.38829)  -0.02
H (-2.02273, -1.65254, -1.45544)  0.55
H (-1.89935, -0.52203, -0.10942)  0.31
H (-1.23127, 1.12735, -1.89600)  0.34
H (-2.95296, 2.05540, -3.86084)  0.49
H (-3.58599, 0.24578, -5.61354)  0.38
H (-2.81832, 1.70411, -6.26566)  0.43
H (-1.57621, -1.04704, -5.81586)  0.38
H (-1.39704, 0.01011, -7.25166)  0.48
H (-0.88164, 2.80907, -4.90087)  0.43
H (-0.27176, 1.94567, -3.46775)  0.55
H (0.51681, 1.79149, 0.64996)  0.25
H (-0.25064, 0.26243, 1.02796)  0.36
H (1.63934, 0.43574, 2.49978)  0.59
H (2.66144, 1.06670, 1.24390)  0.45
H (0.77057, -4.30088, 2.20848)  0.21
H (-1.97058, -4.65330, 4.83252)  0.35
H (-2.07595, -5.15471, 3.14845)  0.26
H (-0.66309, -5.58914, 4.11235)  0.37

Entry 2:
Molecular formula: C10H24N4O7P2Pt
Method: DFT, wB97M-V/def2-TZVPD

Computed properties:
Kohn-Sham gap (alpha / beta)	6.81 / 6.81	eV
charge	+2
DFT total energy	-1942.76273	Ha

Last column: Mulliken charge in e.
CARTESIAN COORDINATES (ANGSTROEM)
Pt (0.08563, 0.05637, 0.02980)  1.70
O (-2.80975, -2.79263, 1.02535)  -0.22
C (-2.33995, -1.79126, 0.74959)  0.85
O (-1.82286, -0.77006, 0.46863)  -0.55
C (0.83918, -3.13476, 2.19430)  0.68
O (0.45592, -3.83192, 3.02344)  -0.33
O (1.17451, -2.40157, 1.34433)  -0.46
C (3.69266, -0.18733, 1.54855)  -0.95
N (3.74870, -0.50377, 0.11856)  0.73
C (4.91638, -1.30067, -0.27811)  -0.98
P (2.95435, 0.32382, -1.02125)  0.37
O (1.73509, 1.01432, -0.38309)  -0.80
O (2.49086, -0.77193, -2.09262)  -0.04
P (1.01987, -1.21309, -2.60948)  0.29
O (-0.04055, -0.38081, -1.86717)  -1.17
N (1.01980, -2.78888, -2.29804)  0.54
C (-0.23208, -3.53256, -2.49504)  -1.11
C (2.19589, -3.59831, -1.95422)  -0.83
N (0.81435, -0.87231, -4.16047)  0.20
C (0.23037, 0.38270, -4.66053)  -0.98
C (1.26479, -1.79599, -5.21166)  -1.04
N (3.74612, 1.41788, -1.89412)  0.35
C (4.06622, 2.72111, -1.28732)  -0.99
C (4.47537, 1.12594, -3.13479)  -0.84
H (3.51613, -1.09987, 2.11651)  0.24
H (2.89988, 0.52644, 1.75760)  0.33
H (4.63715, 0.25081, 1.87476)  0.32
H (4.89010, -2.26016, 0.23835)  0.36
H (5.84311, -0.78505, -0.02120)  0.33
H (4.91061, -1.49216, -1.35097)  0.25
H (-1.07774, -2.84917, -2.56721)  0.38
H (-0.38998, -4.19484, -1.64408)  0.39
H (-0.19324, -4.13372, -3.40473)  0.32
H (3.11390, -3.11802, -2.27949)  0.31
H (2.11797, -4.55295, -2.47323)  0.41
H (2.24556, -3.77900, -0.88036)  0.14
H (-0.06915, 1.02311, -3.83745)  0.28
H (-0.64515, 0.14751, -5.26447)  0.34
H (0.95916, 0.90678, -5.27882)  0.33
H (1.52004, -2.76642, -4.79218)  0.32
H (2.13688, -1.38991, -5.72489)  0.31
H (0.46028, -1.93056, -5.93367)  0.35
H (3.58425, 2.82740, -0.31733)  0.30
H (3.70409, 3.51519, -1.93872)  0.36
H (5.14426, 2.82003, -1.15850)  0.34
H (4.14917, 0.18236, -3.56379)  0.18
H (5.54910, 1.08182, -2.94718)  0.32
H (4.27628, 1.91964, -3.85450)  0.37

Entry 3:
Molecular formula: C64H52F9N2O17P
Method: DFT, wB97M-V/def2-TZVPD

Computed properties:
Kohn-Sham gap	6.24	eV
structure (SMILES)	CCOCCOc1c(COC(C)=O)c(CCN)c(COc2ccccc2)c2c1C(=O)c1c(ccc(C(F)(F)C(F)(F)C(F)(F)C(F)(F)F)c1[PH2]=N)C2=O.O=C1C=CC(=O)C=C1.O=C1C=CC(=O)C=C1.O=C1C=CC(=O)C=C1.O=C1C=CC(=O)C=C1.O=C1C=CC(=O)C=C1
relative energy (zero: lowest compared OMol25 entry of this formula, charge and spin)	0.000	eV
DFT total energy	-5097.86061	Ha

Last column: Mulliken charge in e.
CARTESIAN COORDINATES (ANGSTROEM)
C (-4.10401, -1.48416, 3.11129)  -0.99
C (-4.10135, -0.69775, 1.70311)  0.20
O (-2.99090, -1.23927, 0.90264)  -0.48
C (-2.27021, -0.07577, 0.42723)  -0.61
C (-1.24912, -0.39631, -0.78668)  0.08
O (-1.23712, 0.80695, -1.64738)  -0.51
C (0.04049, 1.45503, -1.52185)  -0.18
C (0.22031, 2.76147, -0.64234)  1.17
C (-1.09318, 3.30614, 0.08624)  -0.24
O (-1.42759, 4.69229, -0.20604)  -0.40
C (-1.44868, 4.94669, -1.60789)  0.80
C (-0.50094, 6.16437, -2.11381)  -0.91
O (-2.15857, 4.33813, -2.44723)  -0.55
C (1.64345, 3.37907, -0.54996)  0.19
C (1.79812, 4.70049, 0.36658)  -0.81
C (2.14602, 4.27890, 1.91123)  -0.69
N (2.52674, 2.83043, 1.95134)  -0.35
C (2.92087, 2.78531, -1.24861)  0.67
C (4.38772, 3.44605, -1.12209)  -0.57
O (4.73229, 3.80956, 0.23860)  -0.14
C (5.85325, 4.68190, 0.29468)  0.44
C (5.97360, 6.03118, -0.50147)  0.00
C (7.22455, 6.96124, -0.42462)  -0.53
C (8.44853, 6.61950, 0.47438)  -0.44
C (8.33442, 5.29459, 1.31466)  -0.41
C (7.07966, 4.35112, 1.22556)  -0.34
C (2.71496, 1.49970, -2.08624)  -0.20
C (1.28035, 0.84871, -2.22088)  0.37
C (1.16581, -0.49170, -3.11617)  -0.34
O (0.24089, -0.64606, -3.95118)  -0.53
C (2.37369, -1.54873, -2.85940)  0.69
C (3.79261, -0.89332, -2.74128)  0.42
C (4.98600, -1.85116, -2.53190)  -1.13
C (4.76827, -3.39280, -2.40007)  -0.68
C (3.34778, -4.07605, -2.46588)  -0.22
C (3.28410, -5.64174, -2.30824)  1.18
F (2.01995, -6.21911, -2.04883)  -0.10
F (3.73043, -6.20453, -3.56679)  -0.31
C (4.30333, -6.25717, -1.19950)  0.46
F (4.57348, -5.38633, -0.11897)  -0.29
F (5.55791, -6.41130, -1.90254)  -0.31
C (3.92230, -7.72922, -0.69263)  0.45
F (3.55894, -8.62203, -1.75717)  -0.24
F (5.14619, -8.28732, -0.17078)  -0.31
C (2.85884, -7.80926, 0.50274)  0.69
F (1.85420, -8.77906, 0.16851)  -0.23
F (3.47979, -8.27147, 1.68362)  -0.24
F (2.17492, -6.61851, 0.79716)  -0.23
C (2.16013, -3.10300, -2.72776)  0.24
P (0.39241, -3.72993, -2.91382)  1.11
N (0.27174, -4.38524, -4.37850)  -0.79
C (3.91500, 0.71713, -2.83410)  0.02
O (4.84027, 1.29048, -3.46104)  -0.57
H (-3.39013, -2.38620, 3.12068)  0.32
H (-5.19282, -1.81473, 3.32611)  0.24
H (-3.81096, -0.72591, 3.92269)  0.20
H (-3.90853, 0.41219, 1.94095)  -0.04
H (-5.08473, -0.77611, 1.12573)  0.30
H (-1.65152, 0.42065, 1.26434)  0.17
H (-3.02810, 0.68051, -0.00829)  0.34
H (-1.57077, -1.29417, -1.41545)  0.17
H (-0.17673, -0.59256, -0.39903)  0.31
H (-0.90614, 3.23622, 1.22682)  -0.18
H (-2.02940, 2.67663, -0.11996)  0.19
H (0.31608, 5.70546, -2.76672)  0.20
H (-0.04226, 6.70543, -1.19983)  0.27
H (-1.11947, 6.96293, -2.66655)  0.37
H (0.91138, 5.41250, 0.28928)  0.29
H (2.71597, 5.25530, -0.05346)  0.10
H (1.28335, 4.51639, 2.62542)  0.06
H (3.10947, 4.86510, 2.16112)  0.52
H (3.21205, 2.64881, 2.69790)  0.24
H (1.70493, 2.21698, 2.02508)  0.10
H (4.37947, 4.33822, -1.85738)  0.27
H (5.21699, 2.74483, -1.50156)  0.34
H (5.12878, 6.39152, -1.19477)  0.26
H (7.28704, 7.94676, -1.01913)  0.27
H (9.38712, 7.28437, 0.54476)  0.31
H (9.22391, 5.06614, 2.00006)  0.29
H (7.09748, 3.41539, 1.87805)  0.30
H (6.05151, -1.43109, -2.45882)  0.36
H (5.73631, -4.00044, -2.24382)  0.29
H (-0.61368, -2.70267, -2.78057)  -0.16
H (0.10152, -4.67452, -1.84748)  0.01
H (1.17216, -4.28589, -4.88255)  0.24
C (2.46727, -2.66927, -8.44227)  -0.46
C (2.05865, -1.85187, -9.41349)  -0.41
C (1.50194, -0.51624, -9.10663)  0.27
O (1.12651, 0.23056, -9.99128)  -0.56
C (1.41851, -0.12441, -7.68321)  -0.43
C (1.82846, -0.94479, -6.71510)  0.14
C (2.38163, -2.27207, -7.02146)  0.29
O (2.75195, -3.00682, -6.13084)  -0.44
H (2.87671, -3.65081, -8.64628)  0.43
H (2.11398, -2.12441, -10.46018)  0.41
H (1.00922, 0.85625, -7.47503)  0.46
H (1.77477, -0.67706, -5.66894)  0.29
C (0.09729, 2.44976, 6.57206)  -0.50
C (0.30520, 2.46655, 5.25498)  -0.25
C (-0.61292, 3.18049, 4.34230)  -0.19
O (-0.42140, 3.19227, 3.13593)  -0.29
C (-1.76875, 3.87679, 4.94547)  -0.08
C (-1.97758, 3.86037, 6.26437)  -0.60
C (-1.05942, 3.14584, 7.17620)  0.43
O (-1.24729, 3.13088, 8.37887)  -0.57
H (0.75909, 1.93099, 7.25455)  0.43
H (1.14743, 1.96251, 4.79662)  0.44
H (-2.43047, 4.39509, 4.26243)  0.50
H (-2.82007, 4.36464, 6.72309)  0.51
C (-7.66825, 3.37190, 0.44852)  -0.36
C (-6.62386, 3.34853, 1.27772)  -0.50
C (-6.51867, 2.33690, 2.35018)  0.49
O (-5.56453, 2.31614, 3.10994)  -0.48
C (-7.61446, 1.35137, 2.46707)  -0.23
C (-8.65892, 1.37444, 1.63818)  -0.36
C (-8.76419, 2.38646, 0.56540)  0.25
O (-9.71511, 2.40694, -0.19192)  -0.55
H (-7.76168, 4.10606, -0.34187)  0.42
H (-5.81255, 4.06245, 1.20520)  0.48
H (-7.52075, 0.61689, 3.25763)  0.45
H (-9.47005, 0.66048, 1.71069)  0.43
C (-0.07867, -10.01787, -2.98899)  -0.32
C (-0.00311, -8.83384, -2.38016)  0.08
C (-1.14543, -7.89669, -2.38147)  0.28
O (-1.07855, -6.81371, -1.82801)  -0.51
C (-2.37522, -8.32296, -3.08244)  -0.43
C (-2.45102, -9.50686, -3.69129)  -0.43
C (-1.30823, -10.44433, -3.68972)  0.25
O (-1.37723, -11.52580, -4.24342)  -0.56
H (0.74900, -10.71614, -2.99832)  0.46
H (0.88821, -8.50762, -1.86320)  0.28
H (-3.20258, -7.62446, -3.07316)  0.43
H (-3.34389, -9.83386, -4.20961)  0.40
C (-6.96762, 1.49248, 7.20136)  -0.35
C (-6.18897, 2.46794, 6.73263)  -0.25
C (-5.15151, 3.09213, 7.57515)  0.37
O (-4.44328, 3.98294, 7.13947)  -0.60
C (-5.00461, 2.59676, 8.95919)  -0.25
C (-5.78318, 1.62158, 9.43081)  -0.46
C (-6.82356, 0.99485, 8.58654)  0.31
O (-7.53251, 0.10383, 9.01428)  -0.55
H (-7.73361, 1.02329, 6.59662)  0.45
H (-6.27767, 2.84562, 5.72121)  0.37
H (-4.23687, 3.06639, 9.56167)  0.46
H (-5.69049, 1.24640, 10.44243)  0.41

Entry 4:
Molecular formula: C5H16N3
Method: DFT, wB97M-V/def2-TZVPD

Computed properties:
Kohn-Sham gap	9.24	eV
structure (SMILES)	C[C@@H](CN)NCC[NH3+]
charge	+1
relative energy (zero: lowest compared OMol25 entry of this formula, charge and spin)	2.328	eV
DFT total energy	-364.08982	Ha

Last column: Mulliken charge in e.
CARTESIAN COORDINATES (ANGSTROEM)
N (0.66627, 0.69590, -2.20721)  -0.21
C (1.89781, 0.64366, -1.32965)  -0.60
C (1.38711, 0.87955, 0.13839)  -0.54
N (-0.12331, 0.97799, 0.20864)  -0.48
C (-0.82065, 0.01824, 1.05629)  0.00
C (-2.33369, 0.62412, 0.99401)  -1.34
C (-0.77438, -1.40056, 0.45602)  -0.38
N (0.20899, -2.32506, 0.99492)  -0.54
H (-0.13674, 0.41059, -1.58822)  0.18
H (0.78083, 0.13280, -3.05345)  0.37
H (0.43875, 1.64294, -2.50349)  0.36
H (2.61542, 1.42151, -1.55659)  0.34
H (2.33192, -0.33526, -1.42828)  0.36
H (1.68421, 1.84522, 0.53724)  0.51
H (1.59888, -0.06238, 0.67653)  0.29
H (-0.33664, 1.95405, 0.34062)  0.23
H (-0.50627, -0.00121, 2.12904)  0.37
H (-2.86577, -0.18730, 1.45852)  0.42
H (-2.36394, 1.55799, 1.55748)  0.43
H (-2.60266, 0.55001, -0.09883)  0.29
H (-1.81609, -1.68710, 0.79464)  0.19
H (-0.70408, -1.30820, -0.61593)  0.31
H (-0.04608, -2.71288, 1.88730)  0.24
H (0.35668, -3.11095, 0.36516)  0.22

Entry 5:
Molecular formula: CN2O3S3
Method: DFT, wB97M-V/def2-TZVPD

Computed properties:
Kohn-Sham gap	6.26	eV
charge	-2
relative energy (zero: lowest compared OMol25 entry of this formula, charge and spin)	0.000	eV
DFT total energy	-1567.87543	Ha

Last column: Mulliken charge in e.
CARTESIAN COORDINATES (ANGSTROEM)
C (0.64523, -0.84082, 0.34718)  0.49
N (1.16458, 0.37402, 0.44996)  -0.45
N (-0.60964, -0.95338, -0.24342)  -0.42
O (1.13726, -1.79469, 0.89192)  -0.67
O (0.79713, 1.75740, -1.60401)  -0.63
O (-1.98324, 0.66750, -1.55978)  -0.68
S (-2.26525, 0.86579, 1.32736)  -0.57
S (0.44717, 1.69334, -0.15752)  0.28
S (-1.28166, 0.43672, -0.27796)  0.63

Entry 6:
Molecular formula: C2H7N2O
Method: DFT, wB97M-V/def2-TZVPD

Computed properties:
Kohn-Sham gap	7.03	eV
structure (SMILES)	CCN(N)[O-]
charge	-1
relative energy (zero: lowest compared OMol25 entry of this formula, charge and spin)	3.984	eV
DFT total energy	-265.01393	Ha

Last column: Mulliken charge in e.
CARTESIAN COORDINATES (ANGSTROEM)
C (1.44989, 0.41804, -0.34914)  -1.06
C (0.14146, 0.65706, 0.21436)  -0.27
N (-0.86642, -1.44521, 0.17003)  -0.57
N (-0.82768, -0.14022, -0.43582)  -0.32
O (-2.21550, 0.74015, 0.04018)  -0.82
H (1.47486, -0.60805, -0.58841)  0.33
H (1.74575, 0.81048, -1.32300)  0.28
H (2.33639, 0.58504, 0.22764)  0.33
H (0.05385, 0.65587, 1.33378)  0.29
H (-0.34287, 1.64558, 0.12835)  0.28
H (-1.46031, -1.30960, 1.00977)  0.28
H (-1.48942, -2.00915, -0.42774)  0.26